Entry 1:
11 unconnected molecules or ions with the total composition C26H75F3N15O13S in a non-equilibrium geometry. Source: OMol25; level of theory: the ωB97M-V functional and the def2-TZVPD basis.

Energy relative to the best compared isomer or geometry (same formula, charge and spin): 215.9 kcal/mol
E_HOMO: -6.30 eV
Total energy: -3532.835579 hartree
LUMO: 1.820 eV
Net charge: -1
Kohn-Sham gap: 8.12 eV

Element x y z (Å)
C (0.600, -0.648, -0.780)
F (1.701, -1.439, -0.666)
F (0.995, 0.597, -1.164)
F (-0.253, -0.981, -1.745)
S (-0.333, -0.554, 0.869)
O (-1.061, -1.824, 1.140)
O (0.714, -0.363, 1.900)
O (-1.156, 0.659, 0.702)
C (-1.249, 7.120, 2.947)
O (-2.258, 7.449, 2.343)
N (-0.549, 7.917, 3.633)
N (-0.828, 5.943, 3.203)
H (0.023, 7.693, 4.435)
H (-0.859, 8.873, 3.529)
H (-0.005, 5.929, 3.788)
H (-1.386, 5.156, 2.903)
C (-4.971, -3.074, 5.605)
O (-5.914, -2.983, 6.379)
N (-5.065, -3.245, 4.288)
N (-3.708, -2.972, 5.991)
H (-5.993, -3.437, 3.938)
H (-4.240, -3.196, 3.707)
H (-3.533, -3.111, 6.976)
H (-2.941, -3.061, 5.340)
C (7.083, 1.682, -0.106)
O (7.281, 0.895, 0.784)
N (6.306, 1.367, -1.120)
N (7.874, 2.758, -0.207)
H (6.319, 2.021, -1.890)
H (5.539, 0.711, -1.142)
H (7.878, 3.121, -1.149)
H (8.488, 2.994, 0.560)
C (2.056, -4.465, -6.472)
O (2.670, -3.560, -7.027)
N (1.769, -4.454, -5.209)
N (1.597, -5.478, -7.015)
H (1.206, -5.190, -4.807)
H (1.959, -3.641, -4.640)
H (1.755, -5.554, -8.009)
H (0.945, -6.142, -6.621)
C (-7.114, 1.336, 1.327)
O (-8.281, 1.496, 1.496)
N (-6.098, 1.647, 2.111)
N (-6.573, 1.076, 0.193)
H (-5.167, 1.447, 1.776)
H (-6.350, 1.588, 3.088)
H (-5.587, 0.859, 0.182)
H (-7.174, 0.970, -0.612)
C (3.233, -5.526, 4.416)
C (2.644, -5.462, 5.797)
C (3.572, -5.931, 6.858)
O (4.903, -5.334, 6.666)
C (5.883, -5.780, 7.646)
N (2.339, -4.090, 6.114)
H (3.745, -4.601, 4.150)
H (2.473, -5.643, 3.644)
H (3.856, -6.412, 4.296)
H (1.705, -6.003, 5.913)
H (3.627, -7.010, 7.007)
H (3.132, -5.722, 7.833)
H (6.818, -5.260, 7.435)
H (5.953, -6.846, 7.429)
H (5.702, -5.579, 8.702)
H (3.134, -3.529, 6.386)
H (1.984, -3.537, 5.347)
C (0.709, 1.684, -10.158)
C (-0.018, 1.621, -8.727)
C (-1.147, 0.610, -8.667)
O (-2.205, 0.878, -9.701)
C (-3.261, 1.796, -9.377)
N (0.870, 1.425, -7.658)
H (1.067, 0.720, -10.521)
H (1.596, 2.284, -9.959)
H (0.036, 1.998, -10.957)
H (-0.364, 2.653, -8.668)
H (-1.663, 0.801, -7.726)
H (-0.853, -0.439, -8.684)
H (-3.832, 1.546, -8.483)
H (-3.825, 1.828, -10.309)
H (-2.715, 2.713, -9.154)
H (1.180, 0.465, -7.703)
H (0.353, 1.419, -6.790)
C (-0.108, 6.949, -2.876)
C (-1.517, 6.852, -3.537)
C (-2.190, 5.505, -3.428)
O (-3.453, 5.519, -4.129)
C (-4.383, 4.646, -3.507)
N (-2.406, 7.850, -2.865)
H (-0.240, 7.114, -1.807)
H (0.352, 7.901, -3.140)
H (0.477, 6.097, -3.222)
H (-1.478, 7.106, -4.596)
H (-2.237, 5.148, -2.399)
H (-1.483, 4.827, -3.907)
H (-5.378, 4.569, -3.945)
H (-4.585, 4.982, -2.490)
H (-4.061, 3.612, -3.385)
H (-2.583, 7.469, -1.946)
H (-3.315, 7.840, -3.306)
C (-0.953, -7.789, -1.118)
C (-1.951, -7.473, -2.266)
C (-2.620, -6.033, -2.132)
O (-3.581, -5.792, -3.195)
C (-4.054, -4.471, -3.213)
N (-1.333, -7.509, -3.546)
H (-1.467, -7.701, -0.161)
H (-0.187, -7.019, -1.210)
H (-0.490, -8.775, -1.094)
H (-2.676, -8.279, -2.380)
H (-1.968, -5.162, -2.189)
H (-3.086, -6.036, -1.146)
H (-3.412, -3.668, -3.575)
H (-4.273, -4.108, -2.209)
H (-4.925, -4.531, -3.865)
H (-0.960, -8.442, -3.652)
H (-2.121, -7.561, -4.176)
C (4.088, 1.774, 6.787)
C (2.981, 2.903, 7.033)
C (3.290, 4.152, 6.211)
O (2.509, 5.260, 6.677)
C (2.809, 5.811, 7.959)
N (1.673, 2.278, 6.696)
H (3.760, 0.899, 7.347)
H (5.079, 2.028, 7.165)
H (4.275, 1.480, 5.754)
H (2.807, 3.046, 8.100)
H (2.885, 4.059, 5.203)
H (4.364, 4.310, 6.116)
H (2.413, 5.234, 8.795)
H (2.322, 6.782, 8.052)
H (3.867, 5.639, 8.157)
H (1.738, 1.971, 5.736)
H (1.044, 3.068, 6.673)

Mulliken atomic charge list, values in e, 5 entries:
1 C 0.562
2 F -0.210
3 F -0.237
4 F -0.222
5 S 1.066

=====

Entry 2:
A molecular structure, C26H75N3Na3O14P in a non-equilibrium geometry. Source: OMol25; level of theory: the ωB97M-V functional and the def2-TZVPD basis.

E_HOMO: -9.46 eV
Total energy: -3081.819298 hartree
LUMO: 0.062 eV
Kohn-Sham gap: 9.52 eV

Element x y z (Å)
Na (1.423, -2.548, 0.817)
Na (-0.505, 1.030, -2.097)
Na (-1.920, 0.475, 2.586)
P (-0.547, -0.597, 0.270)
O (-0.173, -1.065, 1.691)
O (-1.272, 0.748, 0.304)
O (-1.468, -1.635, -0.360)
O (0.771, -0.478, -0.556)
C (4.027, -3.046, -3.322)
C (3.221, -1.988, -2.608)
C (2.671, -0.954, -3.566)
O (2.046, -1.563, -4.662)
C (1.559, -0.621, -5.568)
N (2.138, -2.604, -1.778)
H (4.452, -3.767, -2.630)
H (4.860, -2.542, -3.834)
H (3.473, -3.505, -4.139)
H (3.823, -1.400, -1.908)
H (3.464, -0.253, -3.881)
H (1.938, -0.318, -3.035)
H (0.642, -0.151, -5.176)
H (1.329, -1.071, -6.532)
H (2.289, 0.177, -5.767)
H (1.567, -1.800, -1.500)
H (1.521, -3.096, -2.425)
C (2.741, 3.716, -3.539)
C (2.901, 2.871, -2.267)
C (3.924, 3.422, -1.316)
O (5.149, 3.592, -2.002)
C (6.256, 3.547, -1.152)
N (1.584, 2.721, -1.605)
H (3.637, 3.638, -4.152)
H (2.592, 4.773, -3.303)
H (1.855, 3.357, -4.059)
H (3.232, 1.894, -2.620)
H (4.032, 2.667, -0.522)
H (3.637, 4.367, -0.832)
H (7.167, 3.536, -1.743)
H (6.267, 2.680, -0.477)
H (6.282, 4.428, -0.485)
H (1.442, 3.554, -1.040)
H (1.751, 1.972, -0.926)
C (0.277, 4.189, 1.499)
C (-0.889, 3.900, 2.435)
C (-1.568, 5.159, 2.924)
O (-0.649, 5.889, 3.683)
C (-1.157, 7.110, 4.139)
N (-1.855, 2.966, 1.848)
H (0.993, 4.880, 1.954)
H (-0.071, 4.616, 0.555)
H (0.846, 3.270, 1.323)
H (-0.473, 3.390, 3.311)
H (-2.431, 4.862, 3.542)
H (-1.946, 5.730, 2.060)
H (-0.343, 7.637, 4.625)
H (-2.000, 6.953, 4.829)
H (-1.563, 7.739, 3.333)
H (-1.362, 2.284, 1.264)
H (-2.480, 3.424, 1.188)
C (-0.483, -0.649, 5.894)
C (0.700, -0.318, 5.013)
O (0.277, 0.398, 3.830)
H (-1.167, -1.339, 5.394)
H (-1.043, 0.268, 6.093)
H (-0.184, -1.074, 6.853)
H (1.296, -1.177, 4.704)
H (1.369, 0.365, 5.547)
H (0.279, -0.234, 3.070)
C (-1.373, -4.785, 4.465)
C (-1.483, -3.598, 3.543)
O (-0.192, -3.160, 3.199)
H (-0.787, -5.574, 3.990)
H (-2.341, -5.182, 4.759)
H (-0.824, -4.463, 5.353)
H (-2.074, -2.812, 4.048)
H (-2.079, -3.811, 2.644)
H (-0.293, -2.384, 2.600)
C (4.540, 1.380, 2.006)
C (3.325, 0.539, 1.697)
O (2.783, 0.920, 0.441)
H (5.201, 1.391, 1.131)
H (5.130, 0.950, 2.813)
H (4.253, 2.410, 2.217)
H (2.550, 0.683, 2.460)
H (3.608, -0.527, 1.677)
H (1.993, 0.360, 0.247)
C (-0.728, -6.467, 0.444)
C (-1.506, -5.227, 0.075)
O (-0.606, -4.132, 0.039)
H (-1.398, -7.324, 0.552)
H (-0.219, -6.323, 1.397)
H (-0.021, -6.706, -0.349)
H (-2.332, -5.026, 0.767)
H (-1.961, -5.383, -0.915)
H (-1.062, -3.285, -0.165)
C (-5.246, 1.393, -1.957)
C (-4.232, 1.556, -0.843)
O (-2.932, 1.838, -1.380)
H (-5.356, 2.299, -2.559)
H (-6.237, 1.203, -1.535)
H (-4.974, 0.583, -2.636)
H (-4.200, 0.638, -0.247)
H (-4.565, 2.392, -0.211)
H (-2.333, 1.432, -0.701)
C (-1.845, -2.324, -5.179)
C (-1.662, -2.568, -3.703)
O (-1.795, -1.348, -3.013)
H (-0.933, -1.915, -5.614)
H (-2.704, -1.686, -5.382)
H (-2.042, -3.256, -5.722)
H (-0.667, -3.002, -3.514)
H (-2.349, -3.338, -3.321)
H (-1.623, -1.497, -2.052)
C (-6.189, -2.156, 0.062)
C (-4.752, -2.251, -0.408)
O (-3.902, -1.847, 0.677)
H (-6.362, -1.191, 0.541)
H (-6.377, -2.917, 0.822)
H (-6.902, -2.284, -0.753)
H (-4.569, -1.588, -1.264)
H (-4.512, -3.269, -0.742)
H (-2.996, -1.760, 0.304)

Mulliken atomic charge list, values in e, 5 entries:
1 Na 0.672
2 Na 0.551
3 Na 0.624
4 P -3.640
5 O 0.497

=====

Entry 3:
10 unconnected molecules or ions with the total composition C26H75N3O17 in a non-equilibrium geometry. Source: OMol25; level of theory: the ωB97M-V functional and the def2-TZVPD basis.

Energy relative to the best compared isomer or geometry (same formula, charge and spin): 19.7 kcal/mol
SMILES: COC[C@H](C)N.COC[C@H](C)N.COC[C@H](C)N.OCCO.OCCO.OCCO.OCCO.OCCO.OCCO.OCCO
E_HOMO: -9.43 eV
Total energy: -2478.749855 hartree
LUMO: 0.333 eV
Kohn-Sham gap: 9.76 eV

Element x y z (Å)
C (-4.617, 2.418, -1.868)
O (-3.891, 3.194, -2.818)
C (-2.431, 2.960, -2.676)
C (-1.886, 3.281, -1.259)
C (-2.310, 4.705, -0.788)
N (-0.461, 3.149, -1.131)
H (-4.178, 1.439, -1.673)
H (-5.659, 2.349, -2.183)
H (-4.561, 2.884, -0.884)
H (-2.180, 1.928, -2.923)
H (-1.887, 3.568, -3.399)
H (-2.329, 2.612, -0.521)
H (-3.389, 4.805, -0.912)
H (-1.795, 5.476, -1.360)
H (-2.088, 4.978, 0.244)
H (-0.336, 3.585, -0.229)
H (-0.078, 3.890, -1.701)
C (-1.708, -4.034, 1.231)
O (-2.848, -3.633, 1.964)
C (-2.629, -2.648, 2.956)
C (-3.973, -1.869, 3.249)
C (-4.441, -0.957, 2.069)
N (-3.746, -1.024, 4.417)
H (-1.016, -3.251, 0.918)
H (-2.121, -4.483, 0.328)
H (-1.251, -4.837, 1.809)
H (-2.265, -3.206, 3.818)
H (-1.783, -2.006, 2.710)
H (-4.693, -2.670, 3.419)
H (-3.662, -0.237, 1.817)
H (-5.368, -0.431, 2.299)
H (-4.646, -1.554, 1.180)
H (-4.618, -0.670, 4.782)
H (-3.369, -1.635, 5.127)
C (-2.868, -1.441, -1.741)
O (-1.920, -2.454, -1.986)
C (-1.513, -2.436, -3.360)
C (-1.274, -3.841, -3.879)
C (-0.755, -3.845, -5.325)
N (-2.437, -4.756, -3.815)
H (-3.793, -1.733, -2.240)
H (-2.573, -0.473, -2.145)
H (-3.155, -1.479, -0.690)
H (-2.160, -1.801, -3.966)
H (-0.529, -1.971, -3.425)
H (-0.481, -4.311, -3.297)
H (-0.509, -4.873, -5.593)
H (0.131, -3.211, -5.353)
H (-1.406, -3.545, -6.146)
H (-2.847, -4.532, -2.919)
H (-3.029, -4.383, -4.544)
O (4.206, -5.464, 0.549)
C (3.022, -5.059, -0.156)
C (2.097, -4.171, 0.840)
O (2.413, -2.804, 0.872)
H (4.062, -6.382, 0.793)
H (3.256, -4.361, -0.960)
H (2.513, -5.929, -0.570)
H (2.229, -4.551, 1.853)
H (1.033, -4.276, 0.627)
H (3.370, -2.775, 0.950)
O (5.564, 1.226, -0.844)
C (4.862, 0.201, -0.138)
C (5.817, -1.095, -0.131)
O (5.139, -2.042, 0.747)
H (4.910, 1.912, -1.000)
H (4.565, 0.534, 0.856)
H (3.849, -0.004, -0.485)
H (6.810, -0.883, 0.264)
H (6.001, -1.450, -1.145)
H (5.681, -2.831, 0.820)
O (2.574, -0.681, -3.197)
C (2.825, -1.865, -2.561)
C (3.589, -2.886, -3.470)
O (4.829, -2.293, -3.640)
H (2.000, -0.111, -2.680)
H (3.323, -1.753, -1.598)
H (1.837, -2.269, -2.339)
H (3.185, -2.896, -4.482)
H (3.626, -3.923, -3.138)
H (4.637, -1.385, -3.886)
O (-2.293, 1.446, 4.046)
C (-2.955, 2.515, 4.583)
C (-2.549, 3.882, 3.968)
O (-1.403, 4.378, 4.651)
H (-2.800, 0.642, 4.178)
H (-4.036, 2.383, 4.533)
H (-2.733, 2.568, 5.649)
H (-3.308, 4.637, 4.175)
H (-2.364, 3.812, 2.896)
H (-0.602, 4.209, 4.149)
O (0.287, 3.413, 2.518)
C (1.595, 3.025, 2.843)
C (1.722, 2.636, 4.318)
O (0.769, 1.692, 4.819)
H (-0.248, 2.625, 2.394)
H (1.817, 2.243, 2.117)
H (2.245, 3.876, 2.639)
H (1.567, 3.565, 4.868)
H (2.736, 2.297, 4.529)
H (-0.096, 2.092, 4.939)
O (1.590, 5.324, -1.852)
C (2.355, 5.002, -0.757)
C (2.865, 3.543, -0.795)
O (3.923, 3.405, -1.745)
H (2.198, 5.612, -2.537)
H (3.123, 5.775, -0.735)
H (1.741, 5.194, 0.122)
H (2.009, 2.909, -1.025)
H (3.249, 3.310, 0.198)
H (3.614, 3.631, -2.625)
O (0.498, 0.698, -1.496)
C (0.879, 0.059, -0.285)
C (-0.281, -0.251, 0.732)
O (-0.624, 0.879, 1.481)
H (0.028, 1.518, -1.324)
H (1.366, -0.874, -0.569)
H (1.736, 0.542, 0.185)
H (0.067, -1.067, 1.365)
H (-1.154, -0.589, 0.174)
H (-1.025, 0.715, 2.338)

Mulliken atomic charge list, values in e, 5 entries:
1 C -0.287
2 O -0.434
3 C -0.755
4 C 0.779
5 C -1.694